[1]
Density functional theory data (ωB97M-V with the def2-TZVPD basis set) for C21H26MgN4O2S as an isolated structure in a non-equilibrium geometry.

XYZ file:
```
55
Properties=species:S:1:pos:R:3
Mg -0.115 0.056 -1.899
O 0.154 1.865 -1.742
C 1.163 2.649 -1.885
C 1.037 4.041 -1.634
C 2.098 4.898 -1.780
C 3.363 4.426 -2.165
C 3.526 3.086 -2.403
C 2.457 2.179 -2.281
C 2.707 0.789 -2.523
N 1.818 -0.138 -2.538
C 2.209 -1.529 -2.683
C 1.504 -2.312 -1.570
N 0.105 -1.948 -1.634
C -0.831 -2.807 -1.489
C -2.226 -2.489 -1.602
C -3.176 -3.479 -1.292
C -4.523 -3.233 -1.359
C -4.962 -1.962 -1.761
C -4.063 -0.983 -2.103
C -2.661 -1.198 -2.044
O -1.848 -0.258 -2.395
H 0.061 4.400 -1.334
H 1.958 5.957 -1.599
H 4.194 5.111 -2.265
H 4.496 2.706 -2.708
H 3.755 0.513 -2.699
H 3.295 -1.668 -2.639
H 1.845 -1.902 -3.645
H 1.906 -1.975 -0.608
H 1.676 -3.391 -1.666
H -0.580 -3.852 -1.266
H -2.821 -4.458 -0.986
H -5.240 -4.008 -1.121
H -6.024 -1.751 -1.800
H -4.390 -0.004 -2.431
C 1.108 -0.631 4.548
N 1.055 0.170 3.329
C 2.352 0.337 2.694
C -0.070 0.075 2.538
S 0.011 -0.155 0.889
N -1.244 0.174 3.207
C -2.502 -0.060 2.517
C -1.357 0.967 4.421
H 1.726 -1.519 4.383
H 0.112 -0.964 4.829
H 1.538 -0.052 5.367
H 3.055 0.693 3.448
H 2.280 1.068 1.894
H 2.725 -0.601 2.269
H -2.385 -0.862 1.794
H -2.839 0.831 1.980
H -3.254 -0.344 3.254
H -0.382 1.339 4.723
H -1.785 0.377 5.234
H -2.007 1.825 4.232
```

Properties
calculated total energy = -48537.7578 eV
energy above the lowest of the compared OMol25 structures with the same formula, charge and spin = 58.5 kJ/mol
HOMO = -7.4278 eV
largest force on an atom = 1.41 eV Å⁻¹
HOMO-LUMO gap = 7.87 eV

These are the Löwdin partial charges, in e, on atoms 1 to 4: number 1, Mg, carries 0.47; number 2, O, carries -0.13; number 3, C, carries -0.34; number 4, C, carries -0.01

---

[2]
Density functional theory data (ωB97M-V with the def2-TZVPD basis set) for one molecule with the formula C21H26N2O2.

XYZ file:
```
51
Properties=species:S:1:pos:R:3
C -0.039 6.090 -1.702
C 0.026 5.363 -0.591
C -0.366 5.935 0.742
C 0.500 3.969 -0.605
C 1.265 3.457 0.439
C 1.715 2.150 0.392
C 1.398 1.336 -0.678
C 0.612 1.816 -1.723
C 0.274 0.875 -2.876
C 1.548 0.576 -3.671
C -0.775 1.453 -3.831
N -0.316 -0.357 -2.342
C 0.305 -1.467 -1.853
O 1.505 -1.657 -1.840
N -0.582 -2.422 -1.412
C -0.112 -3.546 -0.630
C -0.390 -3.377 0.842
C -0.059 -2.187 1.485
C -0.317 -2.014 2.826
C -0.913 -3.035 3.569
O -1.125 -2.764 4.888
C -1.700 -3.762 5.695
C -1.245 -4.226 2.935
C -0.986 -4.383 1.583
C 0.176 3.131 -1.672
H 0.277 5.707 -2.657
H -0.390 7.108 -1.690
H 0.522 6.176 1.326
H -0.942 6.847 0.611
H -0.957 5.217 1.308
H 1.531 4.084 1.276
H 2.322 1.762 1.198
H 1.767 0.323 -0.706
H 1.966 1.507 -4.045
H 1.317 -0.076 -4.511
H 2.282 0.080 -3.047
H -1.037 0.699 -4.571
H -1.678 1.743 -3.297
H -0.380 2.318 -4.355
H -1.312 -0.294 -2.196
H -1.547 -2.165 -1.273
H 0.967 -3.598 -0.808
H -0.577 -4.465 -1.001
H 0.412 -1.392 0.925
H -0.062 -1.095 3.330
H -2.708 -4.025 5.354
H -1.080 -4.664 5.723
H -1.760 -3.335 6.695
H -1.706 -5.036 3.477
H -1.251 -5.315 1.104
H -0.440 3.535 -2.458
```

Properties
calculated total energy = -29274.6020 eV
energy above the lowest of the compared OMol25 structures with the same formula, charge and spin = 173.1 kJ/mol
SMILES = C=C(C)c1cccc(C(C)(C)NC(=O)NCc2ccc(OC)cc2)c1
HOMO = -8.3590 eV
largest force on an atom = 0.56 eV Å⁻¹
HOMO-LUMO gap = 9.08 eV

These are the Löwdin partial charges, in e, on atoms 1 to 4: number 1, C, carries 0.06; number 2, C, carries -0.32; number 3, C, carries -0.06; number 4, C, carries -0.19

---

[3]
Density functional theory data (ωB97M-V with the def2-TZVPD basis set) for one molecule with the formula C21H26N2O3S.

XYZ file:
```
53
Properties=species:S:1:pos:R:3
C 2.306 -5.930 5.289
O 2.412 -5.871 3.891
C 2.014 -4.722 3.260
C 1.498 -3.599 3.886
C 1.116 -2.492 3.144
C 1.244 -2.460 1.755
N 0.939 -1.339 0.986
C 0.558 -0.098 1.619
C -0.959 -0.060 1.887
N -1.647 -0.206 0.624
C -2.194 0.770 -0.132
O -2.644 0.529 -1.243
C -2.265 2.183 0.433
C -2.057 3.149 -0.734
C -0.709 2.880 -1.377
O 0.205 2.384 -0.750
C -0.529 3.324 -2.770
C 0.678 3.988 -3.148
C 0.727 4.340 -4.452
C 1.799 5.063 -5.185
S -0.713 3.817 -5.277
C -1.384 3.144 -3.825
C -2.680 2.420 -3.911
C -1.303 -1.463 -0.016
C 0.216 -1.504 -0.259
C 1.788 -3.597 1.142
C 2.156 -4.701 1.873
H 2.680 -6.912 5.574
H 2.914 -5.158 5.774
H 1.266 -5.831 5.621
H 1.375 -3.564 4.958
H 0.712 -1.650 3.683
H 1.128 0.047 2.536
H 0.802 0.714 0.925
H -1.249 0.855 2.399
H -1.245 -0.909 2.517
H -1.488 2.360 1.172
H -3.245 2.339 0.890
H -2.854 3.049 -1.464
H -2.046 4.183 -0.377
H 1.460 4.195 -2.440
H 1.422 5.999 -5.597
H 2.172 4.460 -6.013
H 2.623 5.283 -4.511
H -2.741 1.640 -3.154
H -2.783 1.962 -4.893
H -3.518 3.107 -3.781
H -1.845 -1.524 -0.960
H -1.601 -2.291 0.636
H 0.480 -2.444 -0.738
H 0.489 -0.678 -0.923
H 1.947 -3.609 0.075
H 2.573 -5.569 1.387
```

Properties
calculated total energy = -42157.0470 eV
energy above the lowest of the compared OMol25 structures with the same formula, charge and spin = 198.9 kJ/mol
SMILES = COc1ccc(N2CCN(C(=O)CCC(=O)c3cc(C)sc3C)CC2)cc1
HOMO = -7.2102 eV
largest force on an atom = 0.73 eV Å⁻¹
HOMO-LUMO gap = 7.93 eV

These are the Löwdin partial charges, in e, on atoms 1 to 4: number 1, C, carries -0.10; number 2, O, carries -0.09; number 3, C, carries -0.29; number 4, C, carries -0.03

---

[4]
Density functional theory data (ωB97M-V with the def2-TZVPD basis set) for one molecule with the formula C21H26N2O4.

XYZ file:
```
53
Properties=species:S:1:pos:R:3
C 1.621 -2.169 7.129
O 1.814 -2.876 5.928
C 1.744 -2.197 4.753
C 1.490 -0.835 4.629
C 1.447 -0.257 3.375
C 1.638 -1.011 2.223
C 1.589 -0.307 0.913
O 1.819 0.886 0.804
N 1.297 -1.090 -0.153
C 1.127 -0.545 -1.480
C -0.328 -0.792 -1.897
O -0.864 -1.866 -1.703
N -0.922 0.248 -2.503
C -2.317 0.241 -2.895
C -3.155 1.096 -1.979
C -4.187 0.554 -1.236
C -4.954 1.344 -0.395
C -4.678 2.694 -0.293
C -3.643 3.257 -1.021
C -2.875 2.467 -1.865
O -1.831 2.929 -2.621
C -1.506 4.297 -2.555
C 2.083 -1.227 -2.481
C 3.529 -1.057 -2.024
C 1.892 -0.649 -3.880
C 1.903 -2.374 2.353
C 1.957 -2.957 3.599
H 1.721 -2.906 7.924
H 2.377 -1.388 7.261
H 0.623 -1.720 7.175
H 1.329 -0.217 5.499
H 1.262 0.801 3.269
H 0.904 -2.010 -0.020
H 1.351 0.524 -1.415
H -0.464 1.145 -2.543
H -2.654 -0.797 -2.859
H -2.390 0.617 -3.922
H -4.391 -0.503 -1.319
H -5.757 0.907 0.177
H -5.266 3.322 0.360
H -3.444 4.312 -0.920
H -0.669 4.433 -3.239
H -1.198 4.588 -1.546
H -2.341 4.926 -2.880
H 1.834 -2.294 -2.500
H 4.204 -1.562 -2.711
H 3.671 -1.473 -1.030
H 3.791 -0.002 -1.990
H 0.879 -0.817 -4.237
H 2.582 -1.123 -4.575
H 2.090 0.421 -3.880
H 2.096 -2.983 1.482
H 2.169 -4.008 3.714
```

Properties
calculated total energy = -33370.1353 eV
energy above the lowest of the compared OMol25 structures with the same formula, charge and spin = 162.6 kJ/mol
SMILES = COc1ccc(C(=O)N[C@H](C(=O)NCc2ccccc2OC)C(C)C)cc1
HOMO = -8.5775 eV
largest force on an atom = 0.58 eV Å⁻¹
HOMO-LUMO gap = 9.27 eV

These are the Löwdin partial charges, in e, on atoms 1 to 4: number 1, C, carries -0.09; number 2, O, carries -0.08; number 3, C, carries -0.27; number 4, C, carries -0.01